{
  "formula": "C40H44AsCoFN4O4",
  "method": "ωB97M-V/def2-TZVPD",
  "species": ["Co", "C", "C", "C", "C", "C", "C", "C", "F", "C", "C", "C", "O", "C", "C", "N", "C", "C", "O", "O", "H", "H", "H", "H", "H", "H", "H", "H", "H", "H", "H", "C", "N", "C", "N", "O", "H", "H", "H", "H", "H", "H", "C", "C", "C", "C", "C", "C", "As", "N", "C", "C", "C", "C", "C", "C", "C", "C", "C", "C", "C", "C", "C", "C", "C", "C", "C", "C", "H", "H", "H", "H", "H", "H", "H", "H", "H", "H", "H", "H", "H", "H", "H", "H", "H", "H", "H", "H", "H", "H", "H", "H", "H", "H", "H"],
  "coordinates": [[0.1833, 0.2477, -0.0168], [-5.9594, 3.9042, -2.2992], [-6.3030, 2.6227, -1.5527], [-7.3156, 1.7882, -2.3192], [-7.6991, 0.5545, -1.5172], [-6.4625, -0.2403, -1.1636], [-6.5273, -1.5988, -0.9544], [-5.3819, -2.3177, -0.6298], [-5.4922, -3.6389, -0.4439], [-4.1700, -1.7188, -0.5047], [-4.0742, -0.3386, -0.7283], [-2.7675, 0.2973, -0.6236], [-1.7848, -0.4200, -0.3020], [-2.7211, 1.6900, -0.8724], [-3.8838, 2.3566, -1.1630], [-5.0878, 1.7847, -1.2810], [-5.2121, 0.4038, -1.0595], [-1.4718, 2.5315, -0.8021], [-1.5626, 3.7405, -0.7566], [-0.3371, 1.8709, -0.8251], [-6.8850, 4.3415, -2.6707], [-5.3133, 3.6973, -3.1573], [-5.4781, 4.6510, -1.6676], [-6.7331, 2.8795, -0.5835], [-6.8804, 1.4933, -3.2798], [-8.1903, 2.4040, -2.5208], [-8.3940, -0.0766, -2.0718], [-8.2092, 0.8643, -0.6006], [-7.4782, -2.1186, -1.0448], [-3.2833, -2.2829, -0.2499], [-3.8172, 3.4241, -1.2993], [3.0002, 2.1922, -3.2713], [2.2918, 1.4384, -2.2431], [2.8704, 0.9325, -1.1368], [4.2024, 1.0452, -1.0173], [2.2130, 0.3622, -0.2197], [2.3083, 2.4041, -4.0787], [3.8169, 1.6018, -3.6858], [3.3914, 3.1410, -2.8957], [1.2984, 1.5683, -2.1717], [4.7638, 1.5218, -1.6966], [4.6432, 0.6401, -0.2134], [0.2168, -7.3961, 0.6058], [-0.1119, -5.9699, 0.9833], [0.4395, -4.8918, 0.3070], [0.1467, -3.5760, 0.6482], [0.8087, -2.5003, -0.1695], [-0.7085, -3.3144, 1.7287], [-1.2309, -1.5838, 2.5048], [-0.0993, -0.2212, 1.9384], [-0.0808, 0.9535, 2.6862], [-0.9985, 1.2618, 3.7230], [-0.9222, 2.4637, 4.3964], [0.0582, 3.3985, 4.0658], [0.9685, 3.1156, 3.0512], [0.9111, 1.9139, 2.3770], [-0.5086, -1.8130, 4.3190], [-1.3832, -1.6413, 5.3949], [-2.8629, -1.3350, 5.2458], [-0.8904, -1.7554, 6.6972], [0.4412, -2.0290, 6.9553], [0.9642, -2.1446, 8.3665], [1.2983, -2.1935, 5.8679], [0.8604, -2.0948, 4.5532], [1.8867, -2.3088, 3.4577], [-1.3304, -4.3920, 2.3840], [-2.3504, -4.2279, 3.4981], [-1.0059, -5.6922, 2.0078], [0.8718, -7.4397, -0.2658], [-0.6946, -7.9548, 0.3772], [0.7147, -7.9101, 1.4326], [1.1204, -5.0767, -0.5200], [1.4014, -2.9237, -0.9775], [1.4788, -1.8841, 0.4407], [0.0345, -1.9085, -0.6507], [-1.7978, 0.5746, 3.9468], [-1.6425, 2.6851, 5.1758], [0.1114, 4.3430, 4.5961], [1.7200, 3.8471, 2.7815], [1.6504, 1.6756, 1.6223], [-3.1640, -1.1684, 4.2173], [-3.1242, -0.4446, 5.8242], [-3.4642, -2.1606, 5.6369], [-1.5791, -1.6170, 7.5288], [0.1688, -2.0010, 9.1000], [1.7408, -1.3982, 8.5549], [1.4104, -3.1289, 8.5353], [2.3505, -2.4048, 6.0537], [2.8798, -2.4250, 3.8927], [1.9230, -1.4655, 2.7681], [1.6667, -3.2093, 2.8814], [-2.9229, -3.3072, 3.4158], [-1.8687, -4.2338, 4.4778], [-3.0603, -5.0538, 3.4684], [-1.4802, -6.5179, 2.5356]],
  "max_force_ha_per_bohr": 0.01387,
  "e_lumo_ha": [-0.0822, -0.1529],
  "e_homo_ha": [-0.3741, -0.3790],
  "total_charge": 1,
  "s2": 6.035,
  "spin_multiplicity": 5
}